ORCA calculation (ωB97M-V with the def2-TZVPD basis set) on a cluster of 2 separate species, C4H10N2O in total at a distorted geometry.

Atoms and positions in Å:
H  -0.54  -2.79  0.72
N  0.09  -2.51  1.47
C  0.54  -1.39  1.01
N  0.01  -0.65  0.01
C  0.65  0.47  -0.65
C  -0.03  1.32  -1.38
C  2.00  0.78  -0.28
H  1.42  -0.94  1.52
H  -1.02  -0.80  -0.04
H  -1.12  1.33  -1.56
H  0.46  2.15  -1.96
H  2.14  0.97  0.84
H  2.39  1.75  -0.69
H  2.66  0.01  -0.62
O  -3.14  -0.22  0.27
H  -2.84  0.70  0.21
H  -3.67  -0.20  1.12

Computed properties:
SMILES ... [H]/N=C\NC(=C)C.O
Net charge ... 0
E_HOMO ... -8.43 eV
Frontier orbital gap ... 9.001 eV
Energy relative to the best compared isomer or geometry (same formula, charge and spin) ... 56.4 kcal per mole
Largest force on an atom ... 3.3 eV/A

Taken from the natural (NBO) analysis, the atomic charges in e are: 0.31, -0.68, 0.28, -0.64, 0.17, -0.47, -0.66, 0.16, 0.43, 0.19, 0.21, 0.23, 0.24, 0.22, -0.95, 0.47, 0.48